[1]
Computed, not measured: C22H19N6O7S7SeTi as an isolated structure at a distorted geometry, with ωB97M-V/def2-TZVPD.

Computed properties:
Charge ... -2
LUMO energy (spin up / spin down) ... 0.1445 / 0.1380 hartree
Maximum force ... 1.09 eV Å⁻¹
HOMO-LUMO gap (spin up / spin down) ... 5.7776 / 5.7554 eV
Spin multiplicity ... 2

Cartesian coordinates (Å):
1 Ti -0.061 0.998 0.225
2 C 1.744 -2.983 0.428
3 C 0.842 -1.826 0.695
4 N 1.251 -0.613 0.766
5 N 2.626 -0.441 0.541
6 C 3.356 0.220 1.471
7 N 4.372 0.940 0.947
8 S 3.047 0.099 3.112
9 C -0.612 -1.947 0.878
10 C -1.273 -3.160 0.972
11 C -2.632 -3.166 1.216
12 C -3.274 -1.955 1.386
13 C -2.549 -0.786 1.255
14 N -1.242 -0.760 0.978
15 H 2.526 -3.020 1.187
16 H 2.230 -2.832 -0.537
17 H 1.205 -3.925 0.406
18 H 2.821 -0.329 -0.477
19 H 4.224 1.386 0.030
20 H 4.887 1.465 1.632
21 H -0.734 -4.083 0.830
22 H -3.179 -4.099 1.268
23 H -4.333 -1.900 1.596
24 H -3.037 0.169 1.385
25 S -2.397 2.013 0.101
26 S -1.894 3.681 -0.965
27 S -1.035 5.011 0.354
28 S 0.949 4.560 0.249
29 O 2.759 -0.137 -2.058
30 Se 2.594 1.490 -1.976
31 O 2.057 2.157 -3.336
32 O 1.457 1.719 -0.737
33 O 3.966 2.147 -1.395
34 S 1.085 4.434 3.218
35 C 1.211 3.431 1.677
36 N 0.378 2.257 1.813
37 C -0.007 2.075 3.122
38 C -0.626 0.939 3.652
39 C -1.005 0.889 4.989
40 C -0.775 1.953 5.846
41 C -0.124 3.084 5.351
42 C 0.256 3.125 4.027
43 H 2.264 3.164 1.529
44 H -0.772 0.073 3.028
45 H -1.476 -0.013 5.364
46 H -1.073 1.904 6.887
47 H 0.096 3.922 6.002
48 O -4.016 -2.467 -3.105
49 S -2.593 -2.610 -2.917
50 O -2.116 -3.962 -2.715
51 N -2.035 -1.625 -1.763
52 C -1.186 -0.731 -2.252
53 O -0.560 0.132 -1.603
54 C -0.972 -0.830 -3.735
55 C -0.145 -0.043 -4.516
56 C -0.105 -0.327 -5.877
57 C -0.864 -1.361 -6.422
58 C -1.685 -2.150 -5.622
59 C -1.716 -1.859 -4.274
60 H 0.453 0.750 -4.077
61 H 0.531 0.265 -6.524
62 H -0.811 -1.555 -7.486
63 H -2.272 -2.958 -6.039

Cartesian forces, eV/Å:
-0.43 0.91 -0.40
0.02 0.01 0.06
-0.07 0.13 -0.09
0.70 -0.49 -0.10
-0.15 -0.35 0.45
0.14 0.34 0.09
-0.16 -0.38 0.66
-0.02 -0.07 0.10
0.03 0.09 -0.05
0.08 -0.04 -0.01
-0.04 0.05 0.00
-0.02 -0.07 0.00
0.09 0.03 -0.04
-0.48 -0.44 0.30
0.00 0.05 0.00
0.00 0.00 0.00
0.01 0.00 0.01
0.09 -0.20 -0.14
0.25 0.09 -0.25
0.04 -0.04 0.06
-0.02 0.00 0.02
0.01 -0.01 0.00
0.00 0.02 -0.01
0.01 0.02 0.00
0.09 -0.02 0.00
-0.03 0.04 -0.01
0.05 0.00 -0.01
-0.05 0.01 0.00
0.08 -0.11 -0.29
-0.48 0.19 -0.11
-0.02 0.01 -0.09
0.06 0.13 0.06
-0.03 0.26 -0.31
0.01 -0.05 -0.02
-0.01 -0.01 0.10
0.16 0.16 0.28
0.01 0.01 0.06
0.00 -0.01 -0.04
0.00 -0.01 0.01
0.01 0.02 -0.01
-0.01 -0.03 0.00
0.03 0.03 -0.01
0.00 -0.01 -0.06
-0.01 0.03 0.02
0.00 0.00 0.00
0.00 0.00 0.00
0.00 0.00 0.00
0.01 0.02 -0.01
0.00 -0.02 -0.03
0.02 0.03 0.00
-0.03 0.02 -0.04
0.07 -0.09 0.01
0.00 -0.28 -0.21
0.04 0.09 0.01
-0.02 -0.04 -0.04
0.00 0.01 0.01
0.00 0.00 -0.03
-0.02 -0.04 0.01
0.01 0.04 0.09
0.00 0.00 0.00
0.01 0.00 0.00
0.00 -0.01 0.00
0.00 0.00 0.00


[2]
Computed, not measured: C22H19N8Zn as an isolated structure at a distorted geometry, with ωB97M-V/def2-TZVPD.

Computed properties:
Charge ... +1
ΔE to the lowest compared entry with this formula, charge and spin ... 48.1 kJ/mol
LUMO energy ... -0.1276 hartree
Maximum force ... 1.41 eV Å⁻¹
HOMO-LUMO gap ... 7.7895 eV

Cartesian coordinates (Å):
1 Zn -0.044 -0.049 0.335
2 C 2.976 3.175 1.205
3 C 2.324 4.272 0.665
4 C 1.052 4.098 0.143
5 C 0.471 2.835 0.189
6 N 1.108 1.775 0.712
7 C 2.329 1.948 1.197
8 C -0.880 2.565 -0.325
9 C -1.567 3.357 -1.243
10 C -2.803 2.918 -1.694
11 C -3.332 1.727 -1.218
12 C -2.587 0.998 -0.295
13 N -1.404 1.430 0.121
14 C -2.974 -0.297 0.282
15 C -4.302 -0.695 0.406
16 C -4.587 -1.894 1.037
17 C -3.530 -2.669 1.494
18 C -2.235 -2.208 1.309
19 N -1.958 -1.051 0.724
20 H 3.963 3.263 1.629
21 H 2.800 5.240 0.654
22 H 0.514 4.931 -0.281
23 H 2.807 1.068 1.602
24 H -1.135 4.263 -1.634
25 H -3.347 3.486 -2.434
26 H -4.273 1.358 -1.593
27 H -5.100 -0.067 0.042
28 H -5.607 -2.211 1.186
29 H -3.703 -3.612 1.986
30 H -1.391 -2.788 1.651
31 C 1.625 -4.511 -1.627
32 C 1.703 -3.503 -0.546
33 C 2.560 -3.365 0.529
34 C 2.106 -2.251 1.248
35 N 1.038 -1.735 0.639
36 N 0.797 -2.523 -0.427
37 C 2.605 -1.736 2.548
38 H 2.616 -4.874 -1.878
39 H 1.164 -4.083 -2.512
40 H 1.024 -5.360 -1.300
41 H 3.404 -3.979 0.761
42 H 0.096 -2.257 -1.104
43 H 2.428 -2.487 3.317
44 H 2.070 -0.830 2.824
45 H 3.675 -1.544 2.518
46 N 0.225 -0.065 -1.551
47 C 0.791 0.751 -2.196
48 N 1.241 1.560 -3.003
49 C 2.214 2.406 -3.029
50 N 3.030 3.216 -3.064

Cartesian forces, eV/Å:
0.40 -0.18 1.34
-0.17 0.03 -0.06
0.03 -0.28 0.05
-0.09 -0.30 0.02
0.57 0.54 0.09
-0.17 0.06 0.00
0.29 0.07 0.16
-0.62 0.21 -0.29
0.07 -0.17 0.16
0.07 -0.11 0.15
0.17 -0.10 0.17
-0.16 0.64 -0.33
-0.58 0.56 -0.01
-0.59 -0.45 0.07
0.21 0.05 0.01
0.34 -0.04 0.02
-0.05 0.12 -0.07
-0.15 -0.28 0.14
-0.18 0.21 -0.08
0.08 -0.02 -0.01
0.01 0.10 -0.04
-0.03 0.05 -0.02
0.09 -0.06 0.01
0.07 0.07 -0.02
0.00 0.06 -0.03
-0.10 -0.04 0.01
-0.01 0.10 0.00
-0.08 -0.04 -0.04
0.02 -0.08 0.06
0.14 -0.05 0.01
-0.06 -0.08 -0.01
0.02 0.03 0.37
-0.13 0.15 -0.08
-0.14 -0.25 -0.22
0.02 -0.01 0.31
0.19 -0.48 -0.14
-0.09 0.03 -0.01
0.06 -0.03 -0.06
0.00 -0.03 -0.15
0.01 -0.05 -0.05
0.18 -0.17 0.06
0.15 0.14 -0.04
0.02 0.06 0.08
0.05 0.07 0.10
0.04 0.07 -0.01
0.35 0.03 -1.29
-0.61 -1.14 0.39
-0.65 0.13 -1.05
0.47 0.38 0.37
0.57 0.51 -0.04


[3]
Computed, not measured: C22H20AlN4SSiTe as an isolated structure, with ωB97M-V/def2-TZVPD.

Computed properties:
Charge ... +1
ΔE to the lowest compared entry with this formula, charge and spin ... 0.0 kJ/mol
LUMO energy ... -0.1275 hartree
Maximum force ... 0.35 eV Å⁻¹
HOMO-LUMO gap ... 7.0278 eV

Cartesian coordinates (Å):
1 Al 0.829 -0.487 -0.827
2 N -0.403 -1.459 2.889
3 C -1.695 -1.476 2.401
4 C -1.609 -1.187 1.076
5 N -0.288 -0.984 0.759
6 C 0.410 -1.164 1.866
7 C 1.853 -1.088 1.716
8 N 2.299 -0.983 0.477
9 C 3.666 -0.866 0.553
10 C 4.035 -0.918 1.860
11 N 2.871 -1.056 2.588
12 H -0.137 -1.673 3.835
13 H -2.537 -1.700 3.029
14 H -2.389 -1.118 0.338
15 H 4.281 -0.779 -0.325
16 H 5.000 -0.875 2.332
17 H 2.812 -1.093 3.592
18 C 2.547 1.382 -5.662
19 C 1.205 1.334 -5.306
20 C 0.832 1.524 -3.985
21 C 1.785 1.780 -2.993
22 C 3.126 1.837 -3.374
23 C 3.507 1.636 -4.695
24 Si 1.278 1.875 -1.187
25 C -0.100 3.088 -0.866
26 C -1.419 2.818 -1.238
27 C -2.418 3.765 -1.071
28 C -2.115 4.996 -0.504
29 C -0.816 5.276 -0.111
30 C 0.184 4.331 -0.294
31 H 2.842 1.224 -6.691
32 H 0.451 1.151 -6.061
33 H -0.223 1.483 -3.730
34 H 3.889 2.053 -2.633
35 H 4.553 1.686 -4.969
36 H 2.490 2.307 -0.438
37 H -1.680 1.854 -1.665
38 H -3.431 3.546 -1.382
39 H -2.894 5.735 -0.367
40 H -0.578 6.233 0.334
41 H 1.199 4.570 0.002
42 Te 0.339 -2.147 -2.664
43 C 0.689 -3.768 -1.371
44 C -0.196 -4.745 -1.013
45 C 0.398 -5.773 -0.228
46 C 1.723 -5.563 -0.008
47 S 2.255 -4.123 -0.762
48 H -1.238 -4.732 -1.300
49 H -0.138 -6.635 0.141
50 H 2.411 -6.180 0.547

Cartesian forces, eV/Å:
0.02 0.02 0.35
-0.06 0.00 -0.05
0.02 -0.04 -0.01
0.03 0.05 0.03
-0.06 0.02 -0.08
0.21 -0.09 0.00
-0.19 -0.06 0.07
0.02 0.22 -0.08
-0.01 -0.08 -0.02
-0.02 -0.03 0.02
0.05 -0.01 -0.06
0.01 0.00 0.00
0.00 0.01 0.01
-0.01 0.02 0.00
0.00 0.03 0.00
0.00 0.00 0.00
0.00 -0.02 0.00
-0.01 0.00 0.01
0.02 -0.01 -0.03
-0.02 0.00 0.01
-0.01 0.04 -0.02
0.06 0.01 0.01
-0.02 0.00 0.01
0.04 -0.05 -0.35
-0.04 0.04 0.06
0.00 -0.03 0.05
-0.01 0.00 0.00
-0.01 0.01 0.01
0.01 -0.03 0.01
-0.03 0.03 -0.02
0.00 0.01 -0.01
0.00 -0.01 0.00
0.00 0.01 0.02
-0.01 -0.01 0.01
0.00 0.00 0.00
-0.04 -0.04 0.09
0.02 0.00 -0.04
-0.01 -0.01 0.01
0.00 0.00 -0.01
0.00 0.01 -0.01
0.01 -0.01 0.00
0.15 0.05 -0.06
-0.11 -0.12 0.01
-0.01 0.06 0.10
-0.02 0.01 0.00
-0.02 0.01 0.03
0.08 -0.02 -0.03
0.00 -0.01 -0.04
0.00 0.00 0.01
0.01 -0.01 -0.01